1.
Molecular formula: C4H12S
Method: DFT, ωB97M-V with the def2-TZVPD basis set

Values from the calculation:
- Frontier orbital gap (spin up / spin down): 0.373 / 0.199 hartree
- Net charge: +1
- LUMO (spin up / spin down): -4.4 / -9.2 eV
- Molecular weight: 92.2 g mol⁻¹
- Multiplicity: 2
- E: -557.38345 Ha
- Energy above the lowest of the compared OMol25 structures with the same formula, charge and spin: 44.23 kcal/mol

Element x y z (Å)
1 C 0.282 -1.017 -2.526
2 S -1.439 -0.745 -2.369
3 H 0.614 -1.922 -2.982
4 H 0.823 -0.068 -2.827
5 H 0.702 -1.113 -1.458
6 H -1.362 0.620 -2.357
7 C -0.738 -0.711 1.153
8 C 0.447 0.285 0.833
9 C 0.465 1.596 1.832
10 H -1.015 -0.500 2.208
11 H -0.491 -1.714 1.241
12 H -1.603 -0.572 0.556
13 H 0.281 0.590 -0.309
14 H 1.409 -0.221 0.905
15 H 1.273 2.399 1.577
16 H -0.621 1.889 1.860
17 H 0.973 1.203 2.664

Per-atom Löwdin charges, elementary charge units: C -0.39; S 1.10; H 0.06; H 0.10; H 0.09; H -0.01; C -0.12; C -0.28; C -0.08; H 0.09; H 0.04; H 0.03; H 0.07; H 0.08; H 0.10; H 0.09; H 0.04

=====

2.
Molecular formula: C4H7BOS
Method: DFT, ωB97M-V with the def2-TZVPD basis set

Values from the calculation:
- Frontier orbital gap: 0.265 hartree
- Net charge: 0
- LUMO: 0.1 eV
- Molecular weight: 114.0 g mol⁻¹
- E: -654.81044 Ha
- Energy above the lowest of the compared OMol25 structures with the same formula, charge and spin: 69.56 kcal/mol

Element x y z (Å)
1 B -0.079 0.173 -0.552
2 C 2.018 1.320 0.288
3 C 3.011 0.360 0.235
4 C -2.389 -0.401 0.381
5 C -1.316 -0.679 -0.693
6 O 0.797 0.952 -0.223
7 S 2.740 -1.217 -0.147
8 H 1.949 2.446 0.467
9 H 4.080 0.532 0.413
10 H -3.193 -1.213 0.202
11 H -1.922 -0.420 1.424
12 H -2.779 0.552 0.258
13 H -1.052 -1.736 -0.469
14 H -1.866 -0.669 -1.584

Per-atom Löwdin charges, elementary charge units: B -0.15; C -0.22; C -0.71; C -0.10; C -0.14; O 0.11; S 0.54; H 0.13; H 0.05; H 0.12; H 0.11; H 0.04; H 0.13; H 0.09

=====

3.
Molecular formula: C4H13N3
Method: DFT, ωB97M-V with the def2-TZVPD basis set

Values from the calculation:
- Frontier orbital gap: 0.295 hartree
- Net charge: 0
- LUMO: 1.0 eV
- Molecular weight: 103.2 g mol⁻¹
- E: -324.25084 Ha
- Energy above the lowest of the compared OMol25 structures with the same formula, charge and spin: 140.62 kcal/mol

Element x y z (Å)
1 C 0.117 0.652 0.498
2 C 0.095 0.050 -0.806
3 C -1.861 -1.577 0.428
4 C 2.953 0.166 0.100
5 N -1.536 -0.303 -0.176
6 N 1.842 1.062 -0.107
7 N -2.639 0.540 -0.435
8 H 2.105 2.043 -0.062
9 H -2.607 0.933 -1.373
10 H -2.927 1.133 0.337
11 H -0.301 1.642 0.628
12 H 0.332 0.050 1.371
13 H -0.084 0.676 -1.671
14 H 0.538 -0.928 -0.940
15 H -2.318 -1.458 1.418
16 H -2.554 -2.150 -0.201
17 H -0.950 -2.172 0.542
18 H 3.410 0.237 1.098
19 H 3.761 0.281 -0.638
20 H 2.625 -0.876 -0.009

Per-atom Löwdin charges, elementary charge units: C -0.10; C -0.08; C -0.13; C -0.22; N -0.32; N -0.16; N 0.00; H 0.06; H 0.07; H 0.07; H 0.10; H 0.10; H 0.10; H 0.10; H 0.07; H 0.07; H 0.07; H 0.06; H 0.07; H 0.06

=====

4.
Molecular formula: C29H45ClN4O2Pd
Method: DFT, ωB97M-V with the def2-TZVPD basis set

Values from the calculation:
- Frontier orbital gap (spin up / spin down): 0.058 / 0.178 hartree
- Net charge: -2
- LUMO (spin up / spin down): 4.2 / 1.8 eV
- Molecular weight: 623.6 g mol⁻¹
- Multiplicity: 5
- E: -2089.40591 Ha

Element x y z (Å)
1 Pd -0.961 0.551 0.092
2 Cl -1.484 2.419 -1.308
3 C -3.774 -0.041 2.879
4 C -2.522 0.226 1.090
5 N -2.707 0.683 2.329
6 H -5.023 -1.630 1.904
7 N -3.425 -0.694 0.780
8 H -4.080 0.130 3.909
9 C -1.743 1.692 2.979
10 C -2.501 2.297 4.129
11 C -0.459 1.019 3.463
12 H -2.717 1.532 4.882
13 H -1.893 3.089 4.591
14 H -3.425 2.751 3.749
15 H -0.660 3.538 2.581
16 H -2.204 3.384 1.684
17 H 0.049 0.437 2.681
18 C -1.332 2.833 2.048
19 H -0.667 0.347 4.302
20 H 0.265 1.779 3.813
21 H -0.752 2.521 1.158
22 C -4.228 -0.890 1.914
23 C -2.389 -2.645 -0.480
24 H -2.575 -3.254 0.413
25 H -2.501 -3.291 -1.375
26 C -3.380 -1.479 -0.544
27 H -3.044 -1.232 -2.666
28 C -4.783 -1.980 -0.767
29 H -5.465 -1.120 -0.805
30 H -1.341 -2.306 -0.463
31 H -1.919 -0.283 -1.725
32 H -5.061 -2.670 0.036
33 H -4.839 -2.511 -1.727
34 C -2.975 -0.625 -1.743
35 H -3.598 0.265 -1.864
36 C 3.420 2.343 -2.537
37 N 2.660 2.056 -1.386
38 H 3.266 1.412 -4.532
39 N 1.925 0.761 -2.951
40 H 4.215 3.054 -2.526
41 C 2.607 2.815 -0.034
42 C 3.987 3.370 0.198
43 C 1.570 3.938 -0.081
44 H 4.235 4.118 -0.565
45 H 4.030 3.854 1.183
46 H 4.720 2.552 0.192
47 H 2.293 2.428 2.058
48 H 2.851 0.997 1.183
49 H 0.571 3.556 -0.332
50 C 2.219 1.881 1.101
51 H 1.852 4.715 -0.802
52 H 1.504 4.428 0.906
53 H 1.178 1.550 1.011
54 C 2.957 1.536 -3.519
55 C -0.378 0.550 -4.009
56 H -0.211 1.279 -4.811
57 H -1.138 -0.159 -4.378
58 C 0.906 -0.189 -3.642
59 H -0.204 -1.991 -3.216
60 C 1.577 -0.704 -4.885
61 H 2.515 -1.207 -4.621
62 H -0.810 1.070 -3.146
63 H 0.111 -1.016 -1.776
64 H 1.759 0.117 -5.592
65 H 0.924 -1.438 -5.375
66 C 0.546 -1.347 -2.723
67 H 1.408 -1.974 -2.491
68 C 1.870 1.062 -1.684
69 O -0.491 -1.878 2.101
70 C 0.498 -1.812 1.339
71 O 0.715 -0.899 0.439
72 C 1.537 -2.914 1.463
73 C 2.696 -2.970 0.668
74 C 3.595 -4.040 0.822
75 C 3.348 -5.044 1.760
76 C 2.193 -4.995 2.549
77 C 1.291 -3.930 2.398
78 H 2.878 -2.180 -0.057
79 H 4.492 -4.076 0.197
80 H 4.057 -5.874 1.880
81 H 1.977 -5.772 3.284
82 H 0.389 -3.875 2.999

Per-atom Löwdin charges, elementary charge units: Pd 0.54; Cl -0.04; C -0.11; C -0.32; N 0.01; H 0.05; N 0.02; H 0.07; C -0.53; C -0.14; C -0.05; H 0.06; H 0.08; H 0.08; H 0.09; H 0.08; H 0.05; C -0.10; H 0.08; H 0.08; H -0.03; C -0.12; C -0.07; H 0.08; H 0.08; C -0.53; H 0.08; C -0.27; H 0.06; H 0.06; H -0.01; H 0.03; H 0.05; C -0.11; H 0.07; C -0.15; N 0.05; H 0.05; N 0.05; H 0.02; C -0.52; C -0.18; C -0.06; H 0.04; H 0.08; H 0.06; H 0.10; H 0.09; H 0.00; C -0.06; H 0.08; H 0.09; H 0.03; C -0.13; C -0.07; H 0.08; H 0.09; C -0.52; H 0.10; C -0.13; H 0.07; H -0.03; H 0.03; H 0.06; H 0.09; C -0.06; H 0.09; C 0.06; O -0.03; C -0.60; O -0.18; C -0.12; C -0.03; C -0.11; C -0.13; C -0.11; C -0.03; H 0.10; H 0.09; H 0.09; H 0.09; H 0.11

=====

5.
Molecular formula: C41H29Br4INOPTi
Method: DFT, ωB97M-V with the def2-TZVPD basis set

Values from the calculation:
- Frontier orbital gap: 0.269 hartree
- Net charge: 0
- LUMO: -0.3 eV
- Molecular weight: 1077.0 g mol⁻¹
- E: -13494.48853 Ha
- Energy above the lowest of the compared OMol25 structures with the same formula, charge and spin: 0.00 kcal/mol

Element x y z (Å)
1 Ti 1.568 -0.619 -0.326
2 C 0.395 1.304 2.675
3 C 0.630 2.135 1.455
4 C 0.507 3.539 1.568
5 C 0.667 4.343 0.483
6 C 0.964 3.763 -0.768
7 C 1.167 4.479 -1.972
8 Br 1.021 6.369 -1.990
9 C 1.472 3.827 -3.131
10 C 1.585 2.428 -3.151
11 Br 2.050 1.563 -4.756
12 C 1.385 1.672 -2.015
13 O 1.456 0.371 -1.976
14 C 1.075 2.360 -0.805
15 N 0.907 1.559 0.298
16 H 0.439 1.924 3.569
17 H 1.156 0.532 2.768
18 H -0.593 0.841 2.626
19 H 0.281 3.958 2.539
20 H 0.576 5.418 0.567
21 H 1.633 4.382 -4.044
22 Br 1.602 -2.910 -1.309
23 C 4.761 -0.554 -1.111
24 Br 5.122 1.253 -1.781
25 H 4.648 -1.175 -1.994
26 H 5.645 -0.844 -0.547
27 I 0.212 -2.045 2.019
28 C -0.673 -3.714 1.108
29 C -0.246 -4.888 1.663
30 C -0.807 -6.117 1.280
31 C -1.824 -6.119 0.380
32 C -2.286 -4.917 -0.206
33 C -3.379 -4.993 -1.100
34 C -3.867 -3.875 -1.695
35 C -3.226 -2.646 -1.467
36 C -2.146 -2.506 -0.628
37 P -1.317 -0.849 -0.695
38 C -2.346 0.160 0.429
39 C -2.274 1.554 0.362
40 C -2.957 2.343 1.273
41 C -3.716 1.753 2.276
42 C -3.800 0.371 2.349
43 C -3.125 -0.419 1.428
44 C -1.774 -0.243 -2.355
45 C -2.863 0.585 -2.625
46 C -3.123 1.000 -3.923
47 C -2.307 0.580 -4.964
48 C -1.230 -0.255 -4.704
49 C -0.958 -0.660 -3.407
50 C -1.680 -3.659 0.098
51 H 0.531 -4.874 2.415
52 H -0.444 -7.035 1.722
53 H -2.307 -7.045 0.091
54 H -3.816 -5.965 -1.291
55 H -4.712 -3.922 -2.369
56 H -3.586 -1.785 -2.012
57 H -1.683 2.028 -0.414
58 H -2.891 3.422 1.201
59 H -4.246 2.369 2.990
60 H -4.396 -0.098 3.121
61 H -3.209 -1.498 1.491
62 H -3.516 0.907 -1.824
63 H -3.966 1.649 -4.120
64 H -2.509 0.907 -5.976
65 H -0.585 -0.579 -5.510
66 H -0.103 -1.293 -3.208
67 C 3.534 -0.507 -0.296
68 C 3.119 -0.202 0.897
69 C 3.593 0.350 2.158
70 C 3.638 -0.421 3.321
71 C 4.017 0.147 4.528
72 C 4.340 1.496 4.598
73 C 4.303 2.268 3.443
74 C 3.940 1.701 2.232
75 H 3.377 -1.472 3.271
76 H 4.057 -0.466 5.420
77 H 4.627 1.940 5.542
78 H 4.566 3.317 3.485
79 H 3.921 2.299 1.327

Per-atom Löwdin charges, elementary charge units: Ti 0.37; C -0.05; C -0.31; C -0.01; C -0.01; C -0.19; C -0.62; Br 0.77; C -0.16; C -0.60; Br 0.81; C -0.41; O -0.25; C -0.13; N 0.12; H 0.09; H 0.01; H 0.05; H 0.12; H 0.08; H 0.10; Br 0.16; C -0.54; Br 0.65; H 0.06; H 0.06; I 1.21; C -0.61; C -0.17; C -0.07; C -0.03; C -0.15; C -0.03; C -0.05; C -0.07; C -0.29; P 1.01; C -0.38; C -0.13; C -0.08; C -0.08; C -0.08; C -0.11; C -0.37; C -0.10; C -0.08; C -0.08; C -0.08; C -0.10; C -0.21; H 0.08; H 0.11; H 0.12; H 0.12; H 0.11; H 0.10; H 0.11; H 0.11; H 0.10; H 0.11; H 0.10; H 0.10; H 0.10; H 0.10; H 0.10; H 0.07; C -0.39; C -0.22; C -0.25; C -0.06; C -0.09; C -0.10; C -0.08; C -0.04; H 0.10; H 0.10; H 0.10; H 0.10; H 0.11